Computed, not measured: a cluster of 2 separate species, C3H4BrNO in total in a non-equilibrium geometry, with ωB97M-V/def2-TZVPD.

CARTESIAN COORDINATES (ANGSTROEM)
C: -0.241 0.526 0.094
C: -1.275 0.519 -0.756
O: -1.251 -0.565 -1.482
C: -0.136 -1.317 -0.914
N: 0.384 -0.729 0.058
H: -0.020 1.320 0.790
H: -1.968 1.322 -0.799
H: 0.076 -2.284 -1.184
Br: 2.405 1.221 2.456
H: 2.026 -0.012 1.738

SMILES: c1cocn1.Br
HOMO (eV): -9.6
Multiplicity: 1
Charge: 0
Orbital gap (eV): 10.53
Energy relative to the best compared isomer or geometry (same formula, charge and spin) (kJ/mol): 76.3


Computed, not measured: a cluster of 2 separate species, C3H4BrNO in total in a non-equilibrium geometry, with ωB97M-V/def2-TZVPD.

CARTESIAN COORDINATES (ANGSTROEM)
C: -1.179 0.857 0.708
C: -1.845 0.444 -0.386
C: -0.428 -1.039 0.044
N: -0.185 -0.104 0.919
O: -1.395 -0.743 -0.843
Br: 5.209 -0.163 -0.216
H: -1.487 1.620 1.408
H: 3.865 0.342 -0.492
H: -2.771 0.651 -0.895
H: 0.215 -1.866 -0.247

HOMO (spin up / spin down) (eV): -5.1 / -9.4
Multiplicity: 3
Charge: 0
Orbital gap (spin up / spin down) (eV): 5.76 / 5.77
Energy relative to the best compared isomer or geometry (same formula, charge and spin) (kJ/mol): 175.5


Computed, not measured: an isolated molecule of C3H4BrNO2 in a non-equilibrium geometry, with ωB97M-V/def2-TZVPD.

CARTESIAN COORDINATES (ANGSTROEM)
C: -0.669 -0.375 -0.129
C: 0.412 0.254 -0.506
C: 1.480 0.624 0.428
Br: 3.146 -0.941 0.085
N: 2.051 1.906 0.047
O: 3.230 2.026 -0.208
O: 1.200 2.779 -0.080
H: -1.249 -0.708 -0.951
H: -0.829 -0.582 0.877
H: 0.555 0.316 -1.500
H: 1.269 0.565 1.449

SMILES: C=C[C@@H](Br)[N+](=O)[O-]
HOMO (eV): -10.3
Multiplicity: 1
Charge: 0
Orbital gap (eV): 9.03
Energy relative to the best compared isomer or geometry (same formula, charge and spin) (kJ/mol): 401.3


Computed, not measured: a cluster of 2 separate species, C3H4BrO3 in total in a non-equilibrium geometry, with ωB97M-V/def2-TZVPD.

CARTESIAN COORDINATES (ANGSTROEM)
C: 1.300 -0.447 -0.248
C: 0.317 -0.820 0.704
C: -1.446 0.599 -0.722
O: 1.564 -0.909 -1.383
O: 1.908 0.754 0.079
O: -1.167 1.755 -0.467
Br: -2.931 -0.254 0.363
H: 0.232 -0.149 1.538
H: -0.062 -1.791 0.970
H: -1.158 0.219 -1.662
H: 1.442 1.043 0.827

HOMO (eV): -3.1
Multiplicity: 1
Charge: -1
Orbital gap (eV): 6.33
Energy relative to the best compared isomer or geometry (same formula, charge and spin) (kJ/mol): 263.0


Computed, not measured: a structure of composition C3H4CaFO2 in a non-equilibrium geometry, with ωB97M-V/def2-TZVPD.

CARTESIAN COORDINATES (ANGSTROEM)
O: 0.022 0.708 1.135
Ca: 3.059 0.060 0.452
C: 1.021 0.896 0.222
C: -1.051 0.002 0.494
H: -1.760 0.711 0.045
H: -1.561 -0.597 1.255
F: 0.675 1.995 -0.594
C: -0.339 -0.847 -0.564
O: 0.972 -0.255 -0.630
H: -0.816 -0.779 -1.548
H: -0.224 -1.895 -0.268

HOMO (eV): -12.9
Multiplicity: 1
Charge: +1
Orbital gap (eV): 7.34


Computed, not measured: a structure of composition C3H4CaO4 in a non-equilibrium geometry, with ωB97M-V/def2-TZVPD.

CARTESIAN COORDINATES (ANGSTROEM)
O: -0.257 -1.631 -0.712
C: 0.585 -0.651 -0.934
C: -1.580 -1.173 -0.942
O: 1.794 -0.777 -0.812
O: -0.027 0.497 -1.102
C: -1.438 0.271 -1.222
Ca: 3.729 0.229 -0.770
H: -2.103 -1.793 -1.669
H: -1.865 0.736 -2.112
H: -2.290 -0.862 0.185
O: -2.312 0.733 0.158
H: -2.833 1.486 -0.139

HOMO (spin up / spin down) (eV): -9.6 / -14.3
Multiplicity: 2
Charge: +1
Orbital gap (spin up / spin down) (eV): 6.41 / 10.62
Energy relative to the best compared isomer or geometry (same formula, charge and spin) (kJ/mol): 157.2


Computed, not measured: a structure of composition C3H4CdO4 in a non-equilibrium geometry, with ωB97M-V/def2-TZVPD.

CARTESIAN COORDINATES (ANGSTROEM)
O: 0.469 -0.115 1.080
C: 1.010 -0.223 -0.317
C: -0.944 -0.109 1.039
O: 1.864 -1.252 -0.459
O: -0.165 -0.409 -1.095
C: -1.205 0.280 -0.426
H: -1.334 0.655 1.728
H: -1.353 -1.093 1.312
H: -2.169 -0.087 -0.799
Cd: 3.200 -0.009 -1.018
O: 1.615 0.957 -0.640
H: -0.988 1.406 -0.406

HOMO (eV): -8.9
Multiplicity: 1
Charge: 0
Orbital gap (eV): 6.32
Energy relative to the best compared isomer or geometry (same formula, charge and spin) (kJ/mol): 171.7


Computed, not measured: a structure of composition C3H4CeO3 in a non-equilibrium geometry, with ωB97M-V/def2-TZVPD.

CARTESIAN COORDINATES (ANGSTROEM)
C: 0.271 1.319 0.471
C: 1.194 0.447 0.869
O: -0.062 1.472 -0.882
H: -0.216 2.051 1.115
H: 1.649 -0.327 0.250
H: 1.845 0.752 1.687
H: -0.256 2.397 -1.090
O: -1.004 -3.236 0.998
C: -1.245 -2.688 0.017
O: -1.291 -2.066 -0.978
Ce: -0.886 -0.120 -2.459

HOMO (spin up / spin down) (eV): -21.9 / -22.2
Multiplicity: 2
Charge: +3
Orbital gap (spin up / spin down) (eV): 4.96 / 6.51
Energy relative to the best compared isomer or geometry (same formula, charge and spin) (kJ/mol): 21.4